Arrangement 1

DFT (ωB97M-V/def2-TZVPD) results for C26H27Cl5FLaN3O2S as an isolated structure.

```
66
Properties=species:S:1:pos:R:3:mulliken_charge:R:1
La -1.74 0.90 0.89 1.40
Cl -1.17 8.22 -0.75 -0.17
C -1.01 6.62 -0.17 0.42
C -2.01 5.67 -0.44 -0.31
Cl -3.41 6.09 -1.34 -0.17
C -1.84 4.38 0.03 0.70
Cl -3.11 3.19 -0.27 -0.23
C -0.72 3.98 0.76 -0.14
O -0.58 2.73 1.15 -0.77
C 0.24 4.95 1.05 0.59
Cl 1.57 4.49 2.05 -0.17
C 0.10 6.25 0.58 0.06
Cl 1.31 7.41 0.95 -0.16
C 2.57 -3.05 -0.97 -1.15
C 2.72 -1.90 -1.95 0.17
C 1.51 -1.75 -2.85 -0.78
N 0.35 -1.25 -2.11 0.30
C -0.54 -0.35 -2.49 0.03
S -2.11 -0.29 -1.79 -0.54
N -0.29 0.50 -3.50 0.04
C 0.92 1.14 -3.86 -0.18
O 1.07 1.53 -4.98 -0.54
C 1.87 1.37 -2.75 0.18
C 3.23 1.40 -3.04 -0.71
C 4.13 1.64 -2.01 -0.60
C 3.67 1.87 -0.72 -0.96
C 2.31 1.87 -0.44 -0.44
C 1.41 1.62 -1.46 0.73
H 3.45 -3.17 -0.36 0.43
H 2.40 -3.99 -1.48 0.36
H 1.75 -2.90 -0.28 0.07
H 3.58 -2.06 -2.59 0.37
H 2.88 -0.96 -1.42 -0.13
H 1.19 -2.73 -3.25 0.53
H 1.70 -1.10 -3.71 0.42
H 0.09 -1.77 -1.27 -0.08
H -1.11 0.83 -4.03 0.31
H 3.57 1.23 -4.05 0.52
H 5.18 1.66 -2.22 0.43
H 4.37 2.06 0.06 0.48
H 1.95 2.08 0.55 0.50
H 0.33 1.66 -1.27 0.46
F -3.54 0.29 1.93 -0.74
C -4.69 -2.57 1.95 -0.93
N -3.29 -2.41 2.42 0.35
C -3.05 -3.12 3.68 -0.78
C -2.33 -2.81 1.34 -1.28
C -0.92 -2.51 1.74 0.89
C -0.12 -3.57 2.13 -0.58
C 1.18 -3.35 2.55 -0.68
C 1.66 -2.05 2.56 -0.96
C 0.85 -1.01 2.14 0.10
C -0.47 -1.18 1.71 -0.44
H -5.35 -2.32 2.77 0.40
H -4.82 -3.61 1.65 0.40
H -4.84 -1.89 1.11 0.27
H -3.16 -1.37 2.55 0.33
H -3.28 -4.17 3.53 0.36
H -3.70 -2.68 4.43 0.38
H -1.99 -2.98 3.94 0.34
H -2.67 -2.26 0.44 0.12
H -2.49 -3.88 1.16 0.48
H -0.50 -4.57 2.10 0.44
H 1.80 -4.17 2.86 0.44
H 2.67 -1.86 2.89 0.43
H 1.28 -0.02 2.17 0.36
```

The LUMO energy is -2.8 eV. Its spin multiplicity is 1. The gap between HOMO and LUMO comes out at 7.99 eV. Its total charge is +1.

---

Arrangement 2

DFT (ωB97M-V/def2-TZVPD) results for C26H27Cl5FLaN3O2S as an isolated structure.

```
66
Properties=species:S:1:pos:R:3:mulliken_charge:R:1
La 0.53 -1.87 -1.08 1.29
Cl 2.04 -6.70 4.39 -0.17
C 2.01 -5.42 3.24 0.45
C 1.06 -5.41 2.24 -0.30
Cl -0.09 -6.67 2.12 -0.17
C 1.05 -4.36 1.31 0.68
Cl -0.14 -4.36 0.01 -0.20
C 1.96 -3.31 1.36 -0.22
O 1.88 -2.29 0.48 -0.67
C 2.93 -3.36 2.36 0.63
Cl 4.15 -2.13 2.36 -0.16
C 2.96 -4.39 3.29 0.01
Cl 4.17 -4.42 4.50 -0.16
C -0.98 4.06 0.26 -1.08
C -1.33 3.33 1.56 0.02
C -2.46 2.34 1.38 -0.86
N -2.04 1.14 0.60 0.24
C -2.32 -0.12 0.79 0.21
S -2.26 -1.27 -0.50 -0.55
N -2.79 -0.55 2.01 -0.01
C -2.48 -0.16 3.36 -0.12
O -3.30 -0.36 4.20 -0.53
C -1.13 0.41 3.65 0.33
C -1.01 1.33 4.68 -0.57
C 0.23 1.87 5.00 -0.56
C 1.36 1.45 4.31 -0.55
C 1.25 0.50 3.30 -0.64
C 0.01 -0.01 2.98 0.30
H -0.19 4.80 0.42 0.40
H -1.86 4.60 -0.14 0.33
H -0.61 3.38 -0.52 0.10
H -1.63 4.05 2.32 0.37
H -0.45 2.80 1.94 -0.01
H -3.28 2.81 0.82 0.51
H -2.86 2.04 2.33 0.42
H -1.61 1.32 -0.30 -0.09
H -3.40 -1.33 1.96 0.27
H -1.91 1.63 5.23 0.47
H 0.31 2.59 5.80 0.42
H 2.34 1.87 4.56 0.42
H 2.14 0.15 2.77 0.33
H -0.07 -0.79 2.23 0.58
F 0.43 -2.67 -2.99 -0.71
C -1.29 -1.60 -5.45 -0.92
N -0.21 -0.75 -4.84 0.38
C 0.63 -0.10 -5.90 -0.80
C -0.81 0.25 -3.84 -1.41
C 0.22 1.03 -3.04 0.87
C 0.43 2.35 -3.43 -0.56
C 1.39 3.12 -2.79 -0.66
C 2.11 2.57 -1.74 -0.85
C 1.86 1.25 -1.35 0.04
C 0.91 0.42 -1.97 -0.26
H -0.85 -2.26 -6.19 0.40
H -2.01 -0.94 -5.92 0.40
H -1.75 -2.18 -4.66 0.27
H 0.36 -1.37 -4.28 0.32
H -0.02 0.50 -6.54 0.37
H 1.12 -0.88 -6.48 0.37
H 1.38 0.53 -5.43 0.34
H -1.44 -0.36 -3.21 0.17
H -1.44 0.91 -4.42 0.51
H -0.15 2.79 -4.25 0.34
H 1.57 4.16 -3.09 0.40
H 2.87 3.16 -1.23 0.41
H 2.46 0.86 -0.52 0.42
```

The LUMO energy is -2.7 eV. Its spin multiplicity is 1. The gap between HOMO and LUMO comes out at 8.30 eV. Its total charge is +1.

---

Relative energies with respect to the most stable structure, expressed in eV: arrangement 1 0.000; arrangement 2 0.652.